Entry i
Entry from the OMol25 dataset: 8 unconnected molecules or ions with the total composition C9H34N8O8 (the ωB97M-V functional and the def2-TZVPD basis).

Results
M: 382.42 g/mol
SMILES: NC(N)=O.NC(N)=O.NC(N)=O.NC(N)=O.CCO.CO.CO.CO
lowest unoccupied orbital energy: -0.01 eV
E_HOMO: -9.05 eV

Atoms and positions in Å:
O (3.676, 0.826, -0.015)
O (-0.132, -5.404, -4.656)
O (-5.060, -2.655, 0.531)
O (-0.547, -1.241, -0.566)
O (-3.666, 2.175, 2.991)
O (1.042, -1.628, -3.330)
O (-1.850, 4.344, -0.020)
O (2.610, 0.664, 2.472)
N (-0.440, -4.517, -2.642)
N (2.821, 2.825, 3.048)
N (1.417, -4.168, -3.667)
N (-3.519, -1.190, -0.208)
N (0.300, 0.430, -3.957)
N (2.351, 1.447, 4.601)
N (-2.821, -3.146, 0.326)
N (-0.562, -1.406, -4.638)
C (0.199, -4.746, -3.732)
C (0.381, -0.899, -3.970)
C (-1.057, 3.427, 0.714)
C (-3.902, -2.383, 0.215)
C (-2.938, 1.343, 3.842)
C (0.238, 3.111, 0.003)
C (4.879, 1.497, 0.391)
C (2.704, 1.565, 3.338)
C (-0.035, -0.892, 0.697)
H (-2.350, 1.917, 4.558)
H (4.656, 2.287, 1.108)
H (0.073, -0.938, -1.234)
H (0.042, 0.185, 0.851)
H (0.776, 4.005, -0.312)
H (0.956, 0.974, -3.415)
H (3.070, 3.072, 2.101)
H (-1.931, -2.719, 0.115)
H (-1.162, -0.741, -5.104)
H (2.749, 3.425, 3.858)
H (-4.161, 2.776, 3.552)
H (-0.700, -1.124, 1.528)
H (-0.137, -3.759, -2.047)
H (-2.509, 3.755, -0.395)
H (-2.294, 0.691, 3.253)
H (3.217, 0.629, 0.805)
H (2.190, 2.288, 5.137)
H (-3.884, -0.501, 0.433)
H (0.063, 2.550, -0.914)
H (-1.672, 2.531, 0.629)
H (-3.574, 0.663, 4.409)
H (-2.852, -3.900, 0.998)
H (0.968, -1.260, 0.913)
H (2.036, -4.330, -4.448)
H (-0.453, -2.380, -4.885)
H (2.318, 0.514, 4.987)
H (5.377, 1.845, -0.514)
H (-0.754, 3.713, 1.721)
H (-0.314, 0.906, -4.603)
H (0.963, 2.364, 0.326)
H (-2.576, -1.017, -0.526)
H (1.768, -3.557, -2.944)
H (5.386, 0.653, 0.859)
H (-1.373, -4.896, -2.569)


Entry ii
Entry from the OMol25 dataset: 8 unconnected molecules or ions with the total composition C9H34N8O8 (the ωB97M-V functional and the def2-TZVPD basis).

Results
M: 382.42 g/mol
SMILES: NC(N)=O.NC(N)=O.NC(N)=O.NC(N)=O.CCO.CO.CO.CO
lowest unoccupied orbital energy: 0.05 eV
E_HOMO: -8.69 eV

Atoms and positions in Å:
O (0.888, -0.771, -0.845)
O (-2.595, 1.872, -0.283)
O (2.113, -2.821, -2.271)
O (-1.245, -1.455, -4.248)
O (3.840, 1.885, -0.255)
O (-2.831, 2.760, 3.054)
O (-4.473, -0.037, -0.624)
O (0.142, -0.569, 4.970)
N (-1.686, 3.884, -0.831)
N (0.520, -2.432, 3.670)
N (-0.331, 0.357, -3.232)
N (-2.268, 0.680, 2.384)
N (-0.346, 2.055, -0.593)
N (-2.048, 1.322, 4.609)
N (-2.209, 0.596, -4.526)
N (2.253, -1.084, 4.331)
C (-2.398, 1.628, 3.341)
C (-0.128, -1.218, 0.082)
C (3.215, -2.225, -2.950)
C (-1.605, 2.561, -0.511)
C (0.901, -1.288, 4.331)
C (4.143, -0.492, 0.429)
C (3.478, 0.844, 0.700)
C (-1.287, -0.256, -3.990)
C (-4.296, -0.845, -1.774)
H (-2.309, 2.024, 5.274)
H (-2.862, 0.211, -5.182)
H (3.787, 1.284, 1.654)
H (-0.251, 1.356, -3.219)
H (3.014, 2.306, -0.486)
H (-2.126, 1.590, -4.461)
H (1.195, -3.111, 3.392)
H (3.850, -1.152, 1.250)
H (-0.939, 4.488, -1.110)
H (-0.455, -0.435, 0.759)
H (-1.465, 0.522, 4.820)
H (2.194, -3.773, -2.365)
H (2.625, -0.320, 4.860)
H (-3.861, 0.723, -0.690)
H (-4.096, -0.220, -2.648)
H (-0.924, -1.579, -0.577)
H (2.387, 0.852, 0.689)
H (0.382, -0.135, -2.718)
H (3.862, -0.965, -0.507)
H (-2.592, 4.318, -0.867)
H (5.223, -0.363, 0.500)
H (-5.220, -1.403, -1.936)
H (-3.471, -1.557, -1.649)
H (0.472, 2.618, -0.700)
H (3.264, -2.442, -4.017)
H (-2.315, 0.969, 1.414)
H (1.234, -1.598, -1.231)
H (2.811, -1.683, 3.757)
H (3.182, -1.136, -2.918)
H (-0.463, -2.550, 3.505)
H (-2.008, -0.259, 2.621)
H (-0.244, 1.077, -0.378)
H (0.239, -2.083, 0.638)
H (4.131, -2.526, -2.441)


Q: What are the energies relative to the best structure? A: entry i 3.001; entry ii 0.000, in eV.


Entry i
Entry from the OMol25 dataset: 2 unconnected molecules or ions with the total composition C6H8N2OS (the ωB97M-V functional and the def2-TZVPD basis).

Results
M: 156.21 g/mol
lowest unoccupied orbital energy (spin up / spin down): -1.09 / -1.09 eV
E_HOMO (spin up / spin down): -8.11 / -8.11 eV

Atoms and positions in Å:
S (2.341, 0.544, 0.939)
O (0.216, 2.427, -0.160)
N (1.203, -0.289, -1.201)
N (-1.580, 1.072, 0.548)
C (-0.164, -0.627, 0.763)
C (2.473, 0.021, -1.614)
C (-0.963, 2.145, 0.117)
C (0.928, -0.175, 0.041)
C (-1.159, -1.603, 0.154)
C (3.277, 0.423, -0.523)
H (-1.692, 2.923, -0.196)
H (-0.764, -2.506, -0.316)
H (-1.733, -1.086, -0.696)
H (0.065, -0.607, 1.763)
H (4.224, 0.757, -0.450)
H (-2.450, 0.801, 0.337)
H (-1.790, -1.968, 1.058)
H (2.736, -0.089, -2.596)


Entry ii
Entry from the OMol25 dataset: 2 unconnected molecules or ions with the total composition C6H8N2OS (the ωB97M-V functional and the def2-TZVPD basis).

Results
M: 156.21 g/mol
lowest unoccupied orbital energy (spin up / spin down): -0.24 / -0.24 eV
E_HOMO (spin up / spin down): -8.14 / -8.15 eV

Atoms and positions in Å:
S (0.637, 1.890, -0.855)
O (-2.749, 0.108, 0.051)
N (-0.129, 0.650, -1.437)
N (-0.946, -0.234, 1.283)
C (-2.011, -0.267, 2.122)
C (0.717, -0.426, -1.733)
C (-1.452, -0.025, 0.105)
C (2.097, 0.936, -0.256)
C (1.752, -0.555, -0.535)
C (-3.129, -0.032, 1.366)
H (3.040, 1.132, -0.821)
H (1.438, -0.179, -2.614)
H (1.371, -0.973, 0.469)
H (2.213, 1.145, 0.849)
H (0.353, -1.512, -1.936)
H (2.714, -1.100, -0.769)
H (-4.116, -0.075, 1.571)
H (-1.799, -0.484, 3.140)


Q: What are the energies relative to the best structure? A: entry i 0.000; entry ii 1.112, in eV.